Computed, not measured: an isolated molecule of C4H9NO in a non-equilibrium geometry, with ωB97M-V/def2-TZVPD.

- Orbital gap: 10.55 eV
- Energy relative to the best compared isomer or geometry (same formula, charge and spin): 174.5 kJ/mol

Geometry as ORCA input:
```
! RIJCOSX wB97M-V def2-TZVPD def2/J DEFGRID3
* xyz 0 1
N 2.5434 0.0200 0.3731
C 1.2643 0.5945 -0.0035
C 0.0915 -0.2409 0.4393
C -1.1748 0.2281 -0.2707
C -2.3928 -0.6084 -0.0735
O -3.1263 -0.8824 -0.9881
H 2.5110 -0.9847 0.3436
H 3.2372 0.2890 -0.3120
H 1.0964 0.9174 -1.1286
H 1.2039 1.5950 0.4428
H 0.1836 -1.3068 0.2354
H -0.1802 -0.0473 1.4928
H -1.0166 0.2209 -1.3657
H -1.5678 1.2636 -0.1301
H -2.6729 -1.0581 0.9452
*
```

natural (NBO) population analysis, charges in e, atoms 1 to 6: N -0.82; C -0.21; C -0.41; C -0.51; C 0.44; O -0.52